Arrangement 1

Density functional theory data (ωB97M-V/def2-TZVPD) for C6H11NO2 in the gas phase.

Geometry as ORCA input:
```
! wB97M-V def2-TZVPD RIJCOSX def2/J DEFGRID3
* xyz 0 1
O 1.33364 -0.86060 1.14497
O 0.03907 -1.36078 -1.09261
N 2.52554 0.59748 -0.29442
C -0.48508 2.02376 0.44198
C -1.93258 -1.27902 0.43653
C 0.13594 0.94304 -0.00040
C -0.35801 0.10326 -1.10004
C 1.47741 0.43795 0.67208
C -1.30931 -1.00824 -0.90847
H -1.93928 -1.25683 -1.76149
H 0.95140 -1.41866 0.38718
H -0.07859 2.60936 1.25014
H 1.66185 1.09348 1.53027
H -1.23551 -1.04139 1.23732
H -0.27053 0.52874 -2.09806
H -2.82813 -0.67122 0.55284
H 3.44196 0.60289 0.13506
H -1.38589 2.39219 -0.02276
H -2.20868 -2.32934 0.51155
H 2.46478 -0.10607 -1.02166
*
```

The calculation puts the LUMO energy at 0.955 eV. Its HOMO energy is -0.3394 hartree. Its SMILES is C=C([C@H](N)O)[C@H]1O[C@H]1C. The calculation puts the frontier orbital gap at 10.190 eV.

---

Arrangement 2

Density functional theory data (ωB97M-V/def2-TZVPD) for C6H11NO2 in the gas phase.

Geometry as ORCA input:
```
! wB97M-V def2-TZVPD RIJCOSX def2/J DEFGRID3
* xyz 0 1
O -1.17334 -1.09186 0.97336
O 0.47748 -0.66510 -2.15059
N 1.85935 -0.58195 1.27517
C 0.53167 0.99439 -0.41393
C 0.05519 -0.29191 -1.04852
C -1.11069 -1.00655 -0.40031
C -0.38747 1.75327 0.52700
C 1.88102 0.49260 0.29206
C -2.03673 -1.55661 -1.19520
H -2.87409 -2.12199 -0.80408
H -0.54537 1.24445 1.48124
H 1.88436 -1.48168 0.79460
H 0.99087 -0.55497 1.80979
H 2.61999 0.24899 -0.47871
H 2.27830 1.37132 0.81390
H -1.36206 1.93333 0.06167
H -1.97531 -1.58727 1.21268
H 0.06126 2.72316 0.77306
H -1.95049 -1.48875 -2.27636
H 0.77607 1.66714 -1.24684
*
```

The calculation puts the LUMO energy at 0.402 eV. Its HOMO energy is -0.3408 hartree. Its SMILES is C=C(O)C(=O)[C@@H](C)CN. The calculation puts the frontier orbital gap at 9.675 eV.

---

Of them, the most stable is arrangement 2 and the least stable is arrangement 1.

---

Arrangement 1

Density functional theory data (ωB97M-V/def2-TZVPD) for a 2-piece molecular cluster, C6H11NO2 overall.

Geometry as ORCA input:
```
! wB97M-V def2-TZVPD RIJCOSX def2/J DEFGRID3
* xyz 0 1
O 2.76457 -0.95990 -0.11945
O 1.78087 -0.04862 -1.79407
N 2.00547 -0.08094 -0.59165
C 1.37690 0.33931 1.65727
C 1.06875 0.55487 0.21274
C -0.50436 -1.15739 -0.05723
C -1.47734 -1.10915 1.08403
C 0.38636 1.74288 -0.38736
C -0.38715 -1.59551 -1.23513
H -0.88395 -0.82640 1.95284
H 0.50372 -1.23426 -1.72744
H 0.77533 2.61828 0.12982
H -1.85679 -2.08971 1.28845
H 2.48314 0.56744 1.78710
H 0.81147 0.99490 2.25052
H -2.26813 -0.56082 0.79896
H -0.70329 1.72714 -0.20227
H 1.23788 -0.71720 1.97574
H 0.86253 1.74582 -1.35908
H -1.00962 -2.27977 -1.78426
*
```

The calculation puts the LUMO energy (spin up / spin down) at -0.463 / -0.462 eV. Its HOMO energy (spin up / spin down) is -0.3246 / -0.3245 hartree. The calculation puts the frontier orbital gap (spin up / spin down) at 8.368 / 8.369 eV.

---

Arrangement 2

Density functional theory data (ωB97M-V/def2-TZVPD) for C6H11NO2 in the gas phase.

Geometry as ORCA input:
```
! wB97M-V def2-TZVPD RIJCOSX def2/J DEFGRID3
* xyz 0 1
O 0.50383 2.02086 1.14097
O -0.78834 1.06792 -1.22200
N 1.04594 -0.13172 0.67156
C 1.22902 1.21459 0.57419
C -2.29222 -0.15664 0.22377
C 0.13768 -0.79989 0.11824
C 0.09842 -2.28225 0.31992
C -1.07194 -0.18624 -0.70305
C 2.42948 1.61799 -0.24566
H -3.07719 0.42671 -0.25475
H 2.49402 2.69436 -0.28521
H -2.67008 -1.15852 0.41044
H -0.00923 -2.79594 -0.63521
H 3.33399 1.24094 0.22865
H 1.00207 -2.61797 0.82045
H -0.75193 -2.55216 0.94282
H -2.02526 0.31137 1.17378
H -0.69504 1.71734 -0.46714
H 2.35937 1.20956 -1.24764
H -1.25259 -0.84032 -1.56411
*
```

The calculation puts the LUMO energy at 0.905 eV. Its HOMO energy is -0.3474 hartree. Its SMILES is CC(=O)/N=C(/C)[C@@H](C)O. The calculation puts the frontier orbital gap at 10.357 eV.

---

Of them, the most stable is arrangement 2 and the least stable is arrangement 1.

---

Arrangement 1

Density functional theory data (ωB97M-V/def2-TZVPD) for C4H8NO as an isolated structure.

Geometry as ORCA input:
```
! wB97M-V def2-TZVPD RIJCOSX def2/J DEFGRID3
* xyz 1 1
O 0.95031 -2.35239 -0.57000
N -0.25005 -0.79730 0.18879
C -0.47871 1.62940 -0.14747
C -0.04517 -1.59946 -1.12411
C 0.38318 0.47847 -0.01480
C 0.58875 -1.92346 0.70907
H 1.31554 -1.60661 1.36458
H -1.18630 1.49844 -1.07027
H -0.13076 -2.69321 1.19877
H -1.34368 1.50494 0.54766
H -0.11794 -1.28844 -2.16351
H -0.05878 2.59513 -0.16114
H 1.43903 0.46928 0.17893
H -1.24903 -0.63159 0.51206
*
```

The calculation puts the LUMO energy (spin up / spin down) at -4.750 / -4.873 eV. Its HOMO energy (spin up / spin down) is -0.4883 / -0.4967 hartree. The calculation puts the frontier orbital gap (spin up / spin down) at 8.538 / 8.644 eV.

---

Arrangement 2

Density functional theory data (ωB97M-V/def2-TZVPD) for C4H8NO as an isolated structure.

Geometry as ORCA input:
```
! wB97M-V def2-TZVPD RIJCOSX def2/J DEFGRID3
* xyz 1 1
O -2.11832 -0.22144 0.43463
N 1.26588 -0.55973 0.22642
C -0.30779 1.18635 -0.55074
C 0.58768 0.82195 0.61829
C 0.13230 -1.19357 -0.34131
C -0.97360 -0.09179 -0.20782
H 1.80895 -0.87967 0.96894
H 0.35914 1.16941 -1.44836
H 2.04587 -0.23772 -0.38232
H 0.25387 -1.56729 -1.42946
H 0.51824 1.00798 1.59091
H -2.49725 0.60145 0.78763
H -0.88047 2.16175 -0.51289
H -0.19448 -2.19767 0.24611
*
```

The calculation puts the LUMO energy at -3.917 eV. Its HOMO energy is -0.4637 hartree. The calculation puts the frontier orbital gap at 8.701 eV.

---

Of them, the most stable is arrangement 2 and the least stable is arrangement 1.